The following is a DFT calculation (the ωB97M-V functional and the def2-TZVPD basis) of a 2-piece molecular cluster, C10H23NO overall.

Geometry as XYZ:
```
35
Properties=species:S:1:pos:R:3:forces:R:3
C 2.17271 -2.44014 0.83396 -0.528 -0.199 -0.282
C 1.04324 -1.65333 0.15493 0.513 0.226 0.629
C 0.33872 -2.35182 -1.00627 -0.893 -0.152 -0.105
C 1.27093 -1.57265 -1.94745 0.195 -0.146 -0.160
C 0.70377 -0.92113 -3.20021 -0.437 -0.120 0.309
N 1.56986 -0.64946 -0.81058 0.352 -0.011 -0.244
H 2.87569 -2.85094 0.09773 -0.217 0.004 0.023
H 2.74880 -1.79119 1.49269 -0.084 -0.002 0.171
H 1.73887 -3.27398 1.40081 0.263 0.162 0.050
H 0.37696 -1.21471 0.93205 0.437 -0.237 -0.486
H 0.33067 -3.44853 -1.03205 0.085 0.279 -0.023
H -0.69902 -1.97629 -1.09032 0.410 -0.266 -0.063
H 2.15518 -2.18589 -2.20033 -0.245 0.176 -0.023
H 0.45735 -1.65815 -3.97481 0.164 0.047 0.168
H 1.39164 -0.19082 -3.61584 0.191 0.032 -0.066
H -0.22397 -0.38999 -2.95368 0.153 -0.049 0.026
H 2.57886 -0.52850 -0.70501 -0.312 0.226 0.073
C 0.77589 2.74249 0.13217 0.542 -0.027 0.191
C -0.74257 2.65861 0.02935 0.278 0.075 -0.165
C -1.34889 1.37912 0.57136 0.488 -0.353 0.161
O -2.71729 1.31334 0.19841 -0.547 0.512 0.529
C -1.17249 1.23831 2.08618 0.103 -0.394 0.046
C -1.80814 -0.04263 2.63177 0.257 0.122 0.168
H 1.11594 2.82195 1.18022 -0.161 -0.075 -0.367
H 1.26128 1.85799 -0.31397 -0.271 0.268 0.161
H 1.16570 3.63049 -0.38368 -0.171 -0.172 0.078
H -1.19235 3.50427 0.55954 -0.081 0.069 -0.002
H -1.04838 2.73666 -1.01602 0.016 0.030 -0.011
H -0.88389 0.50682 0.08693 -0.021 0.244 -0.002
H -3.15691 2.04695 0.67291 0.118 -0.508 -0.421
H -0.09768 1.27463 2.35586 -0.501 -0.004 -0.215
H -1.64977 2.09248 2.56432 -0.013 0.302 0.102
H -1.70872 -0.12290 3.71601 0.016 0.120 -0.012
H -1.32409 -0.91690 2.21183 0.073 -0.234 -0.149
H -2.86189 -0.10484 2.38690 -0.172 0.056 -0.088
```
Forces are in eV/Å.

Summary:
Total energy: -524.78118 hartree
Gap between HOMO and LUMO: 0.368 hartree
SMILES: C[C@@H]1C[C@@H](C)N1.CCC(O)CC
Highest occupied orbital energy: -9.05 eV
Energy above the lowest of the compared OMol25 structures with the same formula, charge and spin: 16.3 kJ/mol